# 1
Below is a cluster of 3 separate species, C2H11N2O2 in total in a non-equilibrium geometry, with properties calculated with the ωB97M-V functional and the def2-TZVPD basis.

Structure (ORCA input):
```
! wB97M-V def2-TZVPD RIJCOSX def2/J DEFGRID3
* xyz 1 1
C 0.981 0.383 -0.078
C 0.085 -0.572 -0.342
N -1.297 -0.232 0.083
N 0.592 1.456 0.755
H 2.006 0.446 -0.408
H 0.310 -1.621 -0.289
H -1.748 -0.833 0.775
H -1.268 0.690 0.544
H -1.830 -0.135 -0.781
H 0.840 1.350 1.731
H 0.907 2.391 0.484
H -4.218 1.098 0.051
H -5.194 1.968 0.817
O -4.290 1.632 0.848
H 5.098 -2.206 -1.045
H 4.338 -3.163 -1.937
O 4.205 -2.535 -1.214
*
```

## Properties
total energy: -9319.8030 eV
gap between HOMO and LUMO: 10.65 eV
energy above the lowest of the compared OMol25 structures with the same formula, charge and spin: 241.5 kJ/mol
F_max: 0.038 hartree/bohr



# 2
Below is a cluster of 10 separate species, C20H59O10 in total in a non-equilibrium geometry, with properties calculated with the ωB97M-V functional and the def2-TZVPD basis.

Structure (ORCA input):
```
! wB97M-V def2-TZVPD RIJCOSX def2/J DEFGRID3
* xyz -1 1
C -7.542 -21.617 15.009
C -6.291 -22.107 14.275
O -5.554 -23.088 14.892
H -8.036 -20.816 14.442
H -7.230 -21.234 15.987
H -8.291 -22.400 15.148
H -5.672 -21.209 14.045
H -6.651 -22.425 13.255
C -12.306 -20.838 17.176
C -12.029 -22.104 16.400
O -13.071 -23.033 16.755
H -12.247 -21.059 18.246
H -13.334 -20.535 16.977
H -11.610 -20.038 16.954
H -11.066 -22.564 16.630
H -12.052 -21.878 15.324
H -13.064 -23.767 16.135
C -5.751 -19.472 10.368
C -5.979 -19.108 11.829
O -5.901 -17.709 12.004
H -6.328 -18.819 9.706
H -6.123 -20.486 10.195
H -4.705 -19.388 10.075
H -5.223 -19.609 12.444
H -6.965 -19.481 12.135
H -6.491 -17.470 12.750
C -4.342 -28.022 14.392
C -5.236 -26.817 14.532
O -4.447 -25.735 15.035
H -4.821 -28.837 13.833
H -4.130 -28.468 15.370
H -3.390 -27.782 13.921
H -6.004 -27.040 15.290
H -5.730 -26.538 13.592
H -4.964 -24.899 14.921
C -4.763 -24.229 9.888
C -5.560 -24.279 11.174
O -4.703 -24.089 12.247
H -4.250 -23.268 9.840
H -5.441 -24.360 9.043
H -3.990 -24.999 9.858
H -6.135 -25.216 11.250
H -6.313 -23.474 11.140
H -5.234 -23.774 13.010
C -3.964 -18.770 14.958
C -3.054 -17.895 14.150
O -1.838 -18.598 13.869
H -4.900 -18.221 15.113
H -3.592 -18.971 15.963
H -4.168 -19.714 14.463
H -2.838 -16.950 14.674
H -3.583 -17.606 13.231
H -1.364 -18.095 13.199
C -9.371 -25.037 16.382
C -7.865 -25.278 16.196
O -7.078 -24.350 16.922
H -9.600 -25.084 17.448
H -9.974 -25.768 15.836
H -9.631 -24.034 16.036
H -7.587 -25.245 15.139
H -7.667 -26.269 16.633
H -6.569 -23.796 16.259
C -9.563 -23.391 12.350
C -9.207 -22.074 11.701
O -10.392 -21.329 11.408
H -8.675 -23.938 12.668
H -10.070 -24.018 11.611
H -10.244 -23.211 13.181
H -8.659 -22.287 10.775
H -8.535 -21.496 12.337
H -10.329 -20.473 11.832
C -8.923 -18.075 15.783
C -7.700 -17.465 15.120
O -7.959 -17.024 13.805
H -9.736 -17.340 15.819
H -8.753 -18.409 16.804
H -9.247 -18.921 15.172
H -6.859 -18.156 15.112
H -7.343 -16.634 15.753
H -8.582 -16.293 13.801
C -4.443 -21.001 19.187
C -5.160 -21.294 17.887
O -4.210 -21.659 16.922
H -5.148 -20.741 19.980
H -3.768 -20.147 19.037
H -3.805 -21.822 19.510
H -5.684 -20.398 17.518
H -5.916 -22.068 18.079
H -4.735 -22.115 16.203
*
```

## Properties
total energy: -42171.2655 eV
gap between HOMO and LUMO: 7.40 eV
energy above the lowest of the compared OMol25 structures with the same formula, charge and spin: 0.0 kJ/mol
F_max: 0.032 hartree/bohr



# 3
Below is a structure of composition C54H82N3O25Pb in a non-equilibrium geometry, with properties calculated with the ωB97M-V functional and the def2-TZVPD basis.

Structure (ORCA input):
```
! wB97M-V def2-TZVPD RIJCOSX def2/J DEFGRID3
* xyz 1 1
Pb -1.999 -3.780 5.658
O 2.664 5.540 -4.395
H 1.909 5.307 -3.850
H 2.986 4.787 -4.895
H 3.356 5.813 -3.788
C 0.999 -0.600 0.416
C 0.829 0.327 -0.550
C 0.000 1.578 -0.421
O -0.121 2.506 -1.309
C -0.768 1.810 0.725
C -0.745 0.811 1.792
C 0.295 -0.400 1.664
O 0.444 -1.178 2.664
O -1.549 0.757 2.756
O 1.410 0.024 -1.690
H 1.570 -1.501 0.249
H -1.382 2.694 0.811
C -4.157 -2.966 2.063
O -4.472 -2.996 3.417
C -5.706 -2.301 3.756
C -6.193 -2.274 5.208
N -5.143 -1.622 5.942
C -5.531 -1.218 7.322
C -5.657 -2.410 8.327
O -4.449 -3.126 8.302
C -4.378 -4.090 9.373
H -4.101 -1.896 1.864
H -4.997 -3.291 1.448
H -3.208 -3.459 1.856
H -6.527 -2.718 3.174
H -5.677 -1.266 3.415
H -6.353 -3.279 5.601
H -7.137 -1.738 5.308
H -4.681 -0.869 5.453
H -6.475 -0.675 7.356
H -4.787 -0.532 7.726
H -6.522 -3.004 8.033
H -5.869 -1.926 9.280
H -3.469 -4.687 9.299
H -5.182 -4.821 9.288
H -4.434 -3.562 10.325
C 7.822 6.044 -4.960
O 6.768 5.089 -5.282
C 7.128 3.996 -6.073
C 6.312 2.711 -5.611
N 4.910 2.759 -5.946
C 4.580 2.497 -7.330
C 3.108 2.521 -7.716
O 2.661 3.897 -7.777
C 3.134 4.736 -8.834
H 8.030 6.687 -5.815
H 8.702 5.496 -4.622
H 7.403 6.738 -4.231
H 8.196 3.781 -6.103
H 6.767 4.154 -7.090
H 6.505 2.662 -4.539
H 6.750 1.789 -5.992
H 4.397 2.089 -5.392
H 4.953 1.489 -7.512
H 5.147 3.067 -8.066
H 2.421 2.034 -7.024
H 2.901 1.981 -8.640
H 4.154 5.092 -8.692
H 2.521 5.635 -8.901
H 3.124 4.203 -9.785
C 0.463 -1.309 7.438
O 0.390 -2.712 7.446
C 1.711 -3.270 7.591
C 1.676 -4.793 8.089
N 0.970 -5.530 7.051
C 1.682 -5.651 5.801
C 1.092 -6.529 4.714
O -0.193 -6.013 4.433
C -0.993 -6.765 3.504
H 1.028 -1.002 6.558
H 1.005 -0.908 8.295
H -0.495 -0.808 7.303
H 2.111 -2.733 8.451
H 2.262 -2.992 6.693
H 1.123 -4.920 9.020
H 2.638 -5.278 8.253
H 0.755 -6.382 7.549
H 2.704 -5.969 6.006
H 1.882 -4.653 5.412
H 0.909 -7.503 5.169
H 1.604 -6.636 3.758
H -0.620 -6.964 2.499
H -1.979 -6.330 3.340
H -1.231 -7.754 3.895
C -6.222 6.065 3.664
C -6.481 5.261 4.799
C -7.050 5.809 5.888
C -7.415 7.173 5.929
C -7.200 7.988 4.800
C -6.597 7.414 3.691
O -6.387 8.116 2.641
O -7.405 4.964 6.990
H -5.695 5.698 2.796
H -6.008 4.290 4.780
H -7.849 7.592 6.825
H -7.558 9.006 4.852
H -6.524 9.056 2.782
H -7.306 5.288 7.888
C 9.520 -4.406 -5.564
C 8.193 -4.076 -5.734
C 7.440 -3.641 -4.679
C 8.030 -3.401 -3.460
C 9.432 -3.683 -3.273
C 10.180 -4.122 -4.400
O 11.505 -4.293 -4.439
O 6.108 -3.269 -4.964
H 10.077 -4.894 -6.350
H 7.729 -4.399 -6.654
H 7.425 -3.021 -2.650
H 9.912 -3.444 -2.336
H 11.858 -4.376 -5.328
H 5.731 -2.657 -4.327
C -0.650 -4.613 -7.183
C -0.612 -5.735 -7.985
C -1.567 -6.734 -7.774
C -2.608 -6.601 -6.822
C -2.612 -5.478 -6.029
C -1.574 -4.546 -6.134
O -1.617 -3.501 -5.236
O -1.391 -7.918 -8.474
H 0.135 -3.876 -7.269
H 0.136 -5.818 -8.759
H -3.434 -7.291 -6.902
H -3.353 -5.238 -5.281
H -0.837 -2.952 -5.122
H -2.009 -8.571 -8.138
C -7.030 1.554 -3.242
C -7.431 0.291 -3.587
C -6.848 -0.245 -4.736
C -5.813 0.277 -5.448
C -5.204 1.436 -4.897
C -5.850 2.062 -3.791
O -5.225 3.084 -3.064
O -7.316 -1.444 -5.225
H -7.437 2.123 -2.419
H -8.260 -0.143 -3.046
H -5.378 -0.201 -6.313
H -4.345 1.841 -5.412
H -4.282 3.013 -2.897
H -7.366 -1.462 -6.183
C -2.228 8.613 -1.135
C -1.653 8.854 0.200
O -1.541 10.237 0.439
C -1.650 10.828 -0.822
O -1.469 11.983 -1.069
O -1.947 9.826 -1.763
H -3.268 8.289 -1.173
H -1.785 7.710 -1.555
H -0.705 8.326 0.310
H -2.240 8.434 1.017
C 6.022 -0.234 3.689
C 6.178 -1.534 2.937
O 7.574 -1.688 2.703
C 8.194 -0.687 3.392
O 9.356 -0.530 3.549
O 7.335 0.069 4.059
H 5.327 -0.239 4.529
H 5.787 0.649 3.094
H 5.663 -1.441 1.980
H 5.704 -2.330 3.512
*
```

## Properties
total energy: -118209.0212 eV
gap between HOMO and LUMO: 2.16 eV
F_max: 0.132 hartree/bohr



# 4
Below is a structure of composition C34H77N3O11Sr2 in a non-equilibrium geometry, with properties calculated with the ωB97M-V functional and the def2-TZVPD basis.

Structure (ORCA input):
```
! wB97M-V def2-TZVPD RIJCOSX def2/J DEFGRID3
* xyz 2 1
Sr 0.178 4.207 1.248
Sr 5.000 3.504 1.998
C 1.712 5.525 4.455
C 2.712 4.726 3.600
O 2.467 4.421 2.404
O 3.820 4.498 4.154
H 1.295 4.938 5.274
H 0.826 5.912 3.953
H 2.170 6.437 4.838
C 2.171 0.240 -0.134
C 2.425 1.224 0.960
O 1.467 1.943 1.309
O 3.570 1.341 1.416
H 3.049 0.015 -0.739
H 1.293 0.397 -0.760
H 1.932 -0.689 0.384
C 5.512 -2.808 -1.597
O 5.748 -1.565 -1.018
H 5.324 -3.495 -0.771
H 4.589 -2.739 -2.173
H 6.305 -3.171 -2.250
H 5.413 -1.521 -0.119
C 4.948 -1.538 2.921
O 5.273 -0.801 1.737
H 3.967 -2.013 2.941
H 5.581 -2.424 2.986
H 4.849 -0.848 3.759
H 4.740 -0.003 1.750
C 5.039 1.239 -2.601
O 5.263 2.634 -2.780
H 4.024 0.870 -2.454
H 5.296 0.769 -3.551
H 5.566 0.771 -1.770
H 4.919 3.100 -2.015
O 1.612 1.291 4.134
H 2.475 1.628 4.372
H 1.650 1.183 3.183
C 0.978 -4.560 4.450
C 0.181 -3.460 3.657
C -1.116 -4.073 3.073
C -2.344 -4.242 4.032
C -2.525 -2.869 4.715
C -1.307 -2.101 5.218
N -0.207 -2.190 4.230
O 0.881 -1.502 4.716
C -1.756 -0.630 5.403
C -0.819 -2.669 6.605
C 1.017 -3.065 2.399
H 0.329 -5.066 5.164
H 1.704 -4.095 5.117
H 1.545 -5.278 3.858
H -1.452 -3.468 2.231
H -0.924 -5.060 2.653
H -2.087 -4.931 4.837
H -3.232 -4.645 3.545
H -2.975 -3.163 5.663
H -3.279 -2.245 4.236
H -2.003 -0.209 4.429
H -2.572 -0.625 6.126
H -1.036 0.051 5.855
H -0.191 -3.548 6.463
H -0.218 -1.927 7.132
H -1.698 -2.780 7.240
H 1.845 -2.401 2.644
H 0.393 -2.506 1.702
H 1.440 -3.912 1.858
H 0.932 -0.721 4.160
C 2.335 3.922 -4.182
C 1.236 3.708 -5.300
C 1.717 2.620 -6.259
C 1.751 1.209 -5.545
C 0.181 0.938 -5.397
C -0.439 2.032 -4.392
N -0.096 3.423 -4.795
O -0.703 4.371 -4.030
C -1.974 1.841 -4.554
C -0.051 1.581 -2.958
C 1.078 4.961 -6.233
H 3.389 3.844 -4.450
H 2.389 3.059 -3.517
H 2.201 4.878 -3.675
H 1.243 2.667 -7.239
H 2.792 2.781 -6.349
H 2.285 1.213 -4.594
H 2.183 0.498 -6.248
H -0.020 -0.083 -5.073
H -0.334 0.975 -6.357
H -2.156 0.798 -4.295
H -2.581 2.493 -3.925
H -2.425 1.961 -5.539
H -0.642 2.137 -2.230
H -0.021 0.534 -2.658
H 0.942 1.923 -2.665
H 1.057 5.925 -5.726
H 0.172 4.999 -6.838
H 1.939 4.946 -6.902
H -0.400 4.272 -3.125
C -6.071 0.978 -1.652
C -4.925 -0.112 -1.585
C -3.631 0.610 -1.193
C -2.419 -0.348 -0.687
C -2.971 -1.308 0.359
C -4.236 -2.114 -0.043
N -5.258 -1.239 -0.668
O -6.466 -1.854 -1.010
C -3.805 -3.241 -0.977
C -4.779 -2.627 1.355
C -4.748 -0.524 -3.050
H -6.340 1.360 -0.667
H -6.928 0.549 -2.172
H -5.939 1.880 -2.250
H -3.251 1.268 -1.975
H -3.829 1.233 -0.321
H -1.628 0.261 -0.248
H -2.069 -0.850 -1.588
H -3.092 -0.809 1.321
H -2.130 -1.959 0.597
H -3.255 -2.759 -1.785
H -3.175 -4.055 -0.619
H -4.697 -3.664 -1.440
H -4.137 -3.321 1.896
H -5.087 -1.809 2.006
H -5.730 -3.149 1.251
H -5.596 -1.041 -3.499
H -3.813 -1.062 -3.212
H -4.576 0.287 -3.758
H -6.156 -2.315 -1.793
*
```

## Properties
total energy: -65152.4908 eV
gap between HOMO and LUMO: 3.46 eV
F_max: 0.076 hartree/bohr